Entry 1:
Here is the molecule C4H7N3 from OMol25. Energies are from ωB97M-V with the def2-TZVPD basis set.

```
! RIJCOSX wB97M-V def2-TZVPD def2/J DEFGRID3
* xyz 0 1
C -1.22356 0.74157 -0.59840
C -1.15753 -0.91488 1.17178
N -0.34931 0.13951 0.44517
C 0.98278 -0.20754 -0.15068
N 1.21170 -1.38870 -0.51294
C 1.93362 0.88929 -0.22615
N 2.67861 1.77497 -0.28452
H -0.72715 1.57137 -1.10864
H -2.12304 1.05193 -0.07102
H -1.48440 -0.04870 -1.30329
H -1.23902 -1.72279 0.43233
H -0.48644 -1.27006 1.96628
H -0.16872 0.86880 1.13589
H 2.15248 -1.48478 -0.89582
*
```

Summary:
Gap between HOMO and LUMO, eV: 6.403
E_LUMO, eV: -0.63
Relative energy (zero: lowest compared OMol25 entry of this formula, charge and spin), eV: 4.268
Total energy, Ha: -320.72644
HOMO energy, eV: -7.0339

---

Entry 2:
Here is the ion C5H10FN2O with charge +1 from OMol25. Energies are from ωB97M-V with the def2-TZVPD basis set.

```
! RIJCOSX wB97M-V def2-TZVPD def2/J DEFGRID3
* xyz 1 3
C 1.57608 -1.01773 0.59071
C 2.38562 1.24204 0.62276
C -0.30070 0.03478 -0.65114
C -2.57512 -0.40382 0.41754
C -1.79052 0.05958 -0.82091
N 0.28452 -0.82423 0.09642
N 2.53404 -0.06279 0.48789
O 0.40260 0.87525 -1.38539
F 3.49004 1.90118 0.51257
H 1.92449 -2.06364 0.65005
H 1.64332 1.99754 0.88123
H -3.63051 -0.23200 0.19461
H -2.41759 0.12545 1.31241
H -2.32767 -1.47615 0.47173
H -2.22755 1.03922 -1.31622
H -1.88211 -0.76732 -1.63674
H -0.38376 -1.48979 0.65243
H 3.46497 -0.52483 0.52146
H -0.17015 1.58725 -1.60139
*
```

Summary:
<S²>: 2.0140
Gap between HOMO and LUMO (alpha / beta), eV: 6.294 / 11.092
E_LUMO (alpha / beta), eV: -3.35 / -4.88
Relative energy (zero: lowest compared OMol25 entry of this formula, charge and spin), eV: 0.000
Total energy, Ha: -480.71863
HOMO energy (alpha / beta), eV: -9.6480 / -15.9724

---

Entry 3:
Here is a structure of composition C46H42BClN7O6S2V from OMol25. Energies are from ωB97M-V with the def2-TZVPD basis set.

```
! RIJCOSX wB97M-V def2-TZVPD def2/J DEFGRID3
* xyz 0 3
V 0.54922 -0.12483 -0.03226
C 5.40414 0.41308 -2.39359
C 3.91861 0.55470 -2.29588
C 3.02309 1.11989 -3.18582
C 1.77220 1.01321 -2.58261
N 1.90556 0.41005 -1.39708
N 3.22514 0.12645 -1.23044
B 3.64658 -0.60222 0.06450
N 2.83928 -1.94056 0.13414
N 1.48689 -1.86179 0.28714
C 1.02843 -3.10578 0.47728
C 2.09006 -4.00021 0.39568
C 3.21771 -3.22187 0.17218
C 4.64610 -3.63392 0.03167
C -0.37454 -3.34847 0.83722
C -1.10121 -2.36915 1.50819
C -2.41863 -2.58737 1.87650
C -3.00873 -3.81505 1.60971
C -2.28279 -4.81088 0.96224
C -0.97648 -4.57342 0.56450
N 3.16543 0.23549 1.29102
N 1.82779 0.46608 1.43678
C 1.65989 1.13563 2.58532
C 2.89335 1.33380 3.18789
C 3.82093 0.75890 2.32981
C 5.30735 0.70159 2.44232
C 0.32744 1.58522 3.01367
C 0.14705 2.10355 4.28849
C -1.09701 2.56849 4.69050
C -2.17821 2.51422 3.82325
C -2.01649 1.98549 2.54910
C -0.77084 1.53559 2.16018
C 0.46647 1.47413 -3.08600
C -0.44991 2.09089 -2.24304
C -1.67663 2.52430 -2.72135
C -1.99965 2.33600 -4.05885
C -1.08422 1.72848 -4.91557
C 0.14664 1.30503 -4.43216
H 5.75427 0.88796 -3.30811
H 5.70782 -0.63566 -2.41208
H 5.90022 0.89078 -1.54743
H 3.25060 1.58270 -4.13292
H 4.82857 -0.80625 0.09413
H 2.05587 -5.07032 0.52613
H 4.72836 -4.71073 0.16249
H 5.27490 -3.14438 0.77580
H 5.03535 -3.37550 -0.95459
H -0.62986 -1.43230 1.79893
H -2.97112 -1.80529 2.38142
H -4.03434 -3.99882 1.90850
H -2.74243 -5.76849 0.74860
H -0.42193 -5.33663 0.02925
H 3.10297 1.85943 4.10646
H 5.62218 1.19428 3.35976
H 5.77977 1.20912 1.59971
H 5.66831 -0.32796 2.45979
H 0.98687 2.15509 4.96977
H -1.21649 2.98720 5.68190
H -3.14267 2.90480 4.12239
H -2.84424 1.97065 1.85535
H -0.67991 1.16881 1.13641
H -0.17544 2.34308 -1.22226
H -2.34601 3.05507 -2.05486
H -2.94987 2.68854 -4.44225
H -1.33060 1.58459 -5.96104
H 0.85680 0.81830 -5.09368
C -5.28929 -2.16057 -1.52294
C -4.49176 -3.27741 -2.14038
C -4.99273 -4.56501 -2.22330
C -4.23835 -5.58507 -2.78794
Cl -4.89524 -7.19984 -2.85050
C -2.97239 -5.34043 -3.27368
C -2.45091 -4.05093 -3.20102
C -3.21442 -3.03470 -2.65051
O -2.80026 -1.72592 -2.58778
C -1.62276 -1.37637 -3.31372
C -0.36891 -1.55592 -2.48182
O 0.57641 -2.20603 -2.82634
O -0.47192 -0.86248 -1.32892
H -6.24855 -2.52932 -1.15939
H -5.47458 -1.36299 -2.24542
H -4.75306 -1.71555 -0.68058
H -5.98376 -4.78131 -1.84027
H -2.38750 -6.14373 -3.70339
H -1.44783 -3.86587 -3.56374
H -1.72020 -0.31401 -3.53167
H -1.54247 -1.93619 -4.24103
O -2.82436 4.05799 1.16199
S -1.70450 4.94227 0.94256
O -1.99065 6.25484 0.42856
N -0.56169 4.18782 0.06188
C 0.61311 4.13552 0.68110
S 2.00067 3.39278 0.05955
C 0.54954 4.69320 2.09041
C 1.55898 4.78179 3.03156
C 1.25015 5.29901 4.28635
C -0.04405 5.72298 4.58953
C -1.05462 5.64632 3.63878
C -0.72489 5.11955 2.40238
H 2.55725 4.44807 2.77171
H 2.02592 5.38299 5.03913
H -0.26200 6.12398 5.57305
H -2.06133 5.98068 3.85792
O -2.67640 0.12533 -0.08103
H -3.24413 0.87369 -0.29179
H -2.76448 -0.49199 -0.82148
*
```

Summary:
<S²>: 2.0116
Gap between HOMO and LUMO (alpha / beta), eV: 6.163 / 6.902
E_LUMO (alpha / beta), eV: -1.33 / -0.59
Relative energy (zero: lowest compared OMol25 entry of this formula, charge and spin), eV: 0.000
Total energy, Ha: -4838.47365
HOMO energy (alpha / beta), eV: -7.4949 / -7.4962

---

Entry 4:
Here is a structure of composition C28H20AsBrF6IN5O2S2Y from OMol25. Energies are from ωB97M-V with the def2-TZVPD basis set.

```
! RIJCOSX wB97M-V def2-TZVPD def2/J DEFGRID3
* xyz 0 2
Y -0.73540 -0.21411 0.15263
C -0.71655 4.44970 0.63244
C 0.52738 3.86807 1.22975
N 1.51121 4.67520 1.55307
C 2.61710 4.16251 2.13199
C 2.76888 2.83593 2.44158
C 4.01593 2.37221 3.14488
O 3.76431 1.87953 4.45975
C 1.72907 1.94940 2.08142
C 1.77171 0.56123 2.49817
N 0.98905 -0.37294 2.08434
C 1.08845 -1.59747 2.80796
C 2.28386 -2.28901 2.95092
C 2.31656 -3.49061 3.64083
C 1.15728 -4.01167 4.19639
C -0.04489 -3.33085 4.05960
C -0.06564 -2.13484 3.36529
I -1.86177 -1.12064 3.07727
C 0.60117 2.45522 1.43400
O -0.37715 1.69511 1.03809
H -0.61524 5.53106 0.58135
H -1.58968 4.18949 1.23392
H -0.90039 4.05192 -0.36632
H 3.40309 4.87218 2.36541
H 4.73637 3.19459 3.16930
H 4.48932 1.54499 2.61326
H 3.34648 2.58288 4.96670
H 2.47511 0.32820 3.29826
H 3.18047 -1.89394 2.48938
H 3.25079 -4.02773 3.73370
H 1.18165 -4.95256 4.72898
H -0.95641 -3.73287 4.47946
S 0.21335 -2.90209 0.20878
C -0.26605 -3.58405 -1.26521
C -0.41377 -4.99726 -1.33634
C -0.73694 -5.62855 -2.50092
C -0.87421 -7.06075 -2.51485
N -0.97747 -8.20455 -2.50945
C -0.92812 -4.87408 -3.70019
C -0.79236 -3.51973 -3.67206
C -0.47611 -2.82520 -2.46829
S -0.31934 -1.15352 -2.51810
C -1.26076 -5.53436 -4.93391
N -1.52743 -6.06132 -5.91887
H -0.26520 -5.57654 -0.43596
H -0.93777 -2.94507 -4.57604
C -2.29591 4.15828 -3.75948
C -1.15531 3.39071 -3.15454
C 0.17405 3.67134 -3.44081
C 1.18829 2.93359 -2.85250
C 0.80932 1.92614 -1.98973
Br 2.12640 0.84343 -1.15232
N -0.44213 1.63707 -1.68378
C -1.40720 2.35824 -2.26184
H -1.93622 4.91271 -4.45698
H -2.87808 4.66140 -2.98646
H -2.97107 3.49178 -4.29658
H 0.42282 4.47150 -4.12712
H 2.23092 3.12778 -3.05385
H -2.42059 2.09897 -1.98849
F -2.88576 0.76586 0.36504
As -3.98807 -0.41898 -0.44041
F -2.69023 -1.60633 -0.07763
F -4.66294 -0.73817 1.09621
F -4.89294 -1.61483 -1.23054
F -5.07380 0.84091 -0.79606
F -3.03150 -0.07450 -1.84446
*
```

Summary:
<S²>: 0.7745
Gap between HOMO and LUMO (alpha / beta), eV: 7.643 / 5.658
E_LUMO (alpha / beta), eV: -0.74 / -2.93
Relative energy (zero: lowest compared OMol25 entry of this formula, charge and spin), eV: 0.209
Total energy, Ha: -8044.95417
HOMO energy (alpha / beta), eV: -8.3830 / -8.5904

---

Entry 5:
Here is a cluster of 2 separate species, C8H18FN2O2 in total from OMol25. Energies are from ωB97M-V with the def2-TZVPD basis set.

```
! RIJCOSX wB97M-V def2-TZVPD def2/J DEFGRID3
* xyz 1 1
C -0.65731 0.14245 2.44957
C -3.52644 0.90338 0.40099
C -3.65196 1.28426 -2.03083
C 1.95512 0.88588 0.00520
C 3.10651 -0.14849 0.27001
C 0.48450 0.28400 0.03453
C 3.13226 -1.38703 -0.71416
C 0.11030 -0.37472 1.32840
N 2.48334 -2.54309 -0.06420
N -2.99053 1.58037 -0.73779
O -1.68888 0.42968 2.88759
O 0.65718 0.34382 2.51969
F 0.39847 -1.75358 1.29961
H -3.28402 -0.26395 0.53813
H -2.90421 1.40120 1.24464
H -4.55609 0.96133 0.53528
H -2.86568 0.90264 -2.65870
H -4.36852 0.47959 -1.91341
H -4.13790 2.16980 -2.45750
H 2.03342 1.70396 0.69179
H 2.19311 1.13513 -1.02471
H 4.02225 0.37507 -0.04872
H 3.22765 -0.42762 1.33272
H 0.45981 -0.57477 -0.67652
H -0.13615 1.04956 -0.38943
H 4.22107 -1.62605 -0.88092
H 2.59824 -0.98106 -1.68566
H 3.02360 -3.31966 0.00046
H 1.52690 -2.90157 -0.48982
H 2.09534 -2.25383 0.84204
H -2.96140 2.52328 -0.60828
*
```

Summary:
Gap between HOMO and LUMO, eV: 7.575
E_LUMO, eV: -3.47
Relative energy (zero: lowest compared OMol25 entry of this formula, charge and spin), eV: 3.440
Total energy, Ha: -675.10835
HOMO energy, eV: -11.0496

---

Entry 6:
Here is a cluster of 2 separate species, C3HF3O in total from OMol25. Energies are from ωB97M-V with the def2-TZVPD basis set.

```
! RIJCOSX wB97M-V def2-TZVPD def2/J DEFGRID3
* xyz 0 1
C 2.25669 0.08832 0.07446
C 1.28424 0.50491 -0.47354
C -1.69401 -0.42220 0.27943
O -0.93961 -1.21903 0.65534
F 0.60853 1.41525 -1.13233
F -2.18044 0.55414 0.94450
F -2.11759 -0.41896 -0.99864
H 2.78219 -0.50243 0.65078
*
```

Summary:
Gap between HOMO and LUMO, eV: 11.296
SMILES string: O=C(F)F.C#CF
E_LUMO, eV: 0.44
Relative energy (zero: lowest compared OMol25 entry of this formula, charge and spin), eV: 2.740
Total energy, Ha: -489.63656
HOMO energy, eV: -10.8514